(1)
Computed, not measured: a structure of composition C24H28N7O2PdS2, with wB97M-V/def2-TZVPD.

Positions of all 64 atoms, in Å:
Pd 1.02696 -1.79554 -0.68362
C 1.03145 -5.59206 1.23497
C 0.73178 -4.31910 0.53207
N 1.66519 -3.48490 0.15388
N 2.95930 -3.79070 0.28937
C 3.77273 -2.81102 -0.02277
N 5.08041 -2.96888 0.12923
S 3.20913 -1.25625 -0.63856
C -0.64503 -3.92297 0.21753
C -1.73800 -4.71208 0.51495
C -3.00621 -4.28442 0.12645
C -3.14005 -3.08963 -0.55241
C -2.00119 -2.33712 -0.81685
N -0.79857 -2.73949 -0.42789
H 2.09897 -5.73206 1.35395
H 0.61962 -6.42470 0.65892
H 0.55297 -5.60239 2.21714
H 5.43884 -3.84134 0.48940
H 5.73926 -2.26373 -0.15722
H -1.60834 -5.65334 1.02996
H -3.87420 -4.89179 0.34725
H -4.10612 -2.73228 -0.87989
H -2.04727 -1.39468 -1.34696
C 1.73788 -3.07688 -5.80835
N 2.06617 -1.76252 -5.23535
C 1.82677 -1.34730 -4.01212
N 2.22220 -0.13991 -3.62470
S 0.91578 -2.40300 -2.96155
H 1.46514 -2.93327 -6.85005
H 0.88940 -3.51488 -5.29148
H 2.59582 -3.74290 -5.74344
H 2.55507 -1.12498 -5.85118
H 2.78798 0.44765 -4.21963
H 1.99306 0.20525 -2.70773
C 1.05970 4.64463 2.91265
O 0.11511 4.25928 1.90226
C -0.93527 5.07635 1.68185
C -1.28817 6.15018 2.49346
C -2.36602 6.95350 2.15856
C -3.10740 6.71916 1.00545
C -2.76521 5.66111 0.19344
C -1.70826 4.82297 0.54344
N -1.35628 3.79798 -0.38987
C -0.93763 2.57396 -0.25878
C -0.90491 1.72495 0.89417
C -1.60985 1.98670 2.07256
C -1.65001 1.06622 3.10333
C -0.92680 -0.12387 3.00118
C -0.20662 -0.40234 1.86108
C -0.20546 0.48126 0.75783
O 0.43246 0.18992 -0.34521
H 1.87846 3.93723 2.83400
H 0.61178 4.57966 3.90417
H 1.42453 5.65468 2.72916
H -0.71501 6.37029 3.38211
H -2.62203 7.78438 2.80212
H -3.93712 7.36024 0.74547
H -3.32649 5.46107 -0.71245
H -1.44497 4.10942 -1.35084
H -0.63850 2.11155 -1.19217
H -2.16030 2.91042 2.17893
H -2.21945 1.28146 3.99661
H -0.91401 -0.81304 3.83564
H 0.40688 -1.29611 1.79657

Forces on atoms 1 to 6 (eV/Å):
Pd -0.1938 0.7524 1.0180
C 0.0035 0.0806 0.0864
C 0.0775 -0.0202 0.0942
N -0.0398 -0.4025 -0.5649
N 0.1188 -0.0611 -0.2298
C 0.0600 -0.0612 0.0786

The value obtained for the molecular weight is 617.1 g/mol. The multiplicity is 1. As for the net charge: +3. For the max |F|, the calculation gives 0.025 Eh/bohr. Its lowest unoccupied orbital energy (spin up / spin down) is -0.433 / -0.441 Ha. As for the total energy: -2388.42328 hartree.



(2)
Computed, not measured: a structure of composition C24H28N7O3PS5V, with wB97M-V/def2-TZVPD.

Positions of all 69 atoms, in Å:
V 0.61567 1.09466 -0.13708
N -0.25747 -1.25398 3.16199
C -1.50123 -1.47899 2.61877
C -1.52571 -0.80720 1.43837
N -0.30835 -0.20622 1.23643
C 0.43058 -0.50509 2.28176
C 1.76455 0.09803 2.36785
N 2.11685 0.99651 1.47298
C 3.40654 1.36101 1.77938
C 3.82180 0.67520 2.87696
N 2.75865 -0.12506 3.24863
H 0.10589 -1.71630 3.97563
H -2.22436 -2.11493 3.09463
H -2.31499 -0.75310 0.70889
H 3.92367 2.09890 1.19031
H 4.74819 0.67826 3.42127
H 2.77074 -0.81041 3.98315
O 1.82865 -0.38551 -1.20265
C 0.93507 -1.26545 -1.92241
C -0.29429 -0.54241 -2.40702
C -1.00322 -1.01211 -3.50237
C -2.18574 -0.38813 -3.85256
C -2.61143 0.71002 -3.12154
C -1.83238 1.14111 -2.06642
N -0.69813 0.52773 -1.70968
H 2.29777 0.17540 -1.83119
H 0.67888 -2.03419 -1.17901
H 1.46456 -1.74268 -2.74671
H -0.64037 -1.87621 -4.04188
H -2.76751 -0.75935 -4.68569
H -3.52572 1.23321 -3.36081
H -2.09568 2.00799 -1.47237
C 0.70106 7.60290 -1.46739
C 1.17685 6.17802 -1.60199
O 0.35861 5.36032 -0.73375
P 0.91874 3.95870 -0.21632
S -0.53495 3.11616 0.82711
S 1.69789 2.87652 -1.68740
O 2.15865 4.36089 0.72079
C 1.90672 4.98234 2.00013
C 3.18208 5.65353 2.44170
H 1.27994 8.25909 -2.11889
H 0.81234 7.95239 -0.44120
H -0.34807 7.68440 -1.74968
H 2.22641 6.07304 -1.31909
H 1.06197 5.80242 -2.61953
H 1.58507 4.20542 2.69567
H 1.08934 5.70047 1.90142
H 4.00856 4.94274 2.46455
H 3.06329 6.06546 3.44491
H 3.45216 6.46649 1.76772
S -4.28628 -4.29237 -2.37758
C -3.01622 -4.54742 -1.31254
S -1.79777 -3.34336 -1.08956
C -0.98003 -4.28942 0.10766
N -1.55948 -5.43122 0.32847
N -2.68964 -5.57126 -0.49615
C -3.38168 -6.81385 -0.31658
C -3.28872 -7.44537 0.91961
C -3.94058 -8.64989 1.12049
C -4.67989 -9.23727 0.10250
C -4.75432 -8.60405 -1.12658
C -4.10898 -7.39431 -1.34712
S 0.43252 -3.62019 0.83932
H -2.70041 -6.99702 1.70481
H -3.86269 -9.13135 2.08703
H -5.18618 -10.17923 0.26630
H -5.31640 -9.04735 -1.93873
H -4.16884 -6.90913 -2.30545

Forces on atoms 1 to 6 (eV/Å):
V 0.5246 0.2562 -0.1348
N -0.1353 -0.0493 -0.0619
C 0.0840 0.0005 0.0753
C 0.0947 0.0116 -0.1054
N -0.3429 -0.1636 0.2276
C 0.5771 0.2701 0.0738

The value obtained for the molecular weight is 704.8 g/mol. The multiplicity is 4. As for the net charge: 0. For the max |F|, the calculation gives 0.016 Eh/bohr. Its lowest unoccupied orbital energy (spin up / spin down) is 0.001 / 0.000 Ha. As for the total energy: -4816.88171 hartree. As for the relative energy (zero: lowest compared OMol25 entry of this formula, charge and spin): 36.3 kcal/mol.